Entry 1:
Computed, not measured: 2 unconnected molecules or ions with the total composition F3NS in a non-equilibrium geometry, with ωB97M-V/def2-TZVPD.

Energy relative to the best compared isomer or geometry (same formula, charge and spin) ... 2.404 eV
F_max ... 2.808 eV/A
Highest occupied orbital energy (alpha / beta) ... -9.52 / -9.50 eV

Bonds (Å) are listed after each position.
Cartesian coordinates (Å):
1 N 1.5016 -0.8590 0.0572  F2 1.336
2 F 2.2559 0.1582 -0.3686  N1 1.336
3 F -0.7571 1.3268 0.4155  S5 1.543
4 F -1.9200 -0.4633 -0.7623  S5 1.677
5 S -1.0804 -0.1627 0.6582  F3 1.543, F4 1.677


Entry 2:
Computed, not measured: 2 unconnected molecules or ions with the total composition C29H32N2O3S in a non-equilibrium geometry, with ωB97M-V/def2-TZVPD.

Energy relative to the best compared isomer or geometry (same formula, charge and spin) ... 4.771 eV
F_max ... 3.712 eV/A
Highest occupied orbital energy ... -6.46 eV

Bonds (Å) are listed after each position.
Cartesian coordinates (Å):
1 C 3.2078 4.7987 0.7117  N2 1.452, H27 1.089, H28 1.088, H29 1.088
2 N 2.8766 3.3975 0.5263  C1 1.452, C3 1.376, C24 1.492
3 C 3.8591 2.4768 0.2411  N2 1.376, O4 1.213, C5 1.519
4 O 5.0421 2.7099 0.1133  C3 1.213
5 C 3.1781 1.1233 0.1306  C3 1.519, C6 1.530, N13 1.497, H30 1.097
6 C 3.7319 0.1426 1.1655  C5 1.530, C7 1.501, H31 1.093, H32 1.094
7 C 5.2047 -0.1114 1.0284  C6 1.501, C8 1.388, C12 1.386
8 C 6.0904 0.2573 2.0309  C7 1.388, C9 1.380, H33 1.076
9 C 7.4470 0.0484 1.8886  C8 1.380, C10 1.378, H34 1.078
10 C 7.9390 -0.5299 0.7381  C9 1.378, C11 1.378, H35 1.077
11 C 7.0719 -0.8976 -0.2685  C10 1.378, C12 1.379, H36 1.078
12 C 5.7160 -0.6909 -0.1218  C7 1.386, C11 1.379, H37 1.076
13 N 1.7123 1.3692 0.3107  C5 1.497, C14 1.366, C24 1.506
14 C 0.7442 0.4098 0.2134  N13 1.366, C15 1.379, H38 1.074
15 C -0.5989 0.6593 0.3988  C14 1.379, C16 1.380, H39 1.069
16 C -1.6192 -0.2672 0.3353  C15 1.380, C17 1.424, H40 1.076
17 C -2.9887 0.0658 0.5407  C16 1.424, C18 1.408, C23 1.411
18 C -3.9799 -0.9328 0.4990  C17 1.408, C19 1.375, H41 1.077
19 C -5.3052 -0.6195 0.6853  C18 1.375, C20 1.392, H42 1.077
20 C -5.7111 0.6915 0.9159  C19 1.392, C21 1.487, C22 1.389
21 C -7.1504 1.0159 1.1006  C20 1.487, H43 1.090, H44 1.089, H45 1.089
22 C -4.7414 1.6850 0.9648  C20 1.389, C23 1.372, H46 1.077
23 C -3.4137 1.3885 0.7859  C17 1.411, C22 1.372, H47 1.075
24 C 1.4948 2.8357 0.5736  N2 1.492, N13 1.506, C25 1.526, C26 1.527
25 C 0.9053 3.0573 1.9641  C24 1.526, H48 1.089, H49 1.088, H50 1.087
26 C 0.6715 3.4698 -0.5446  C24 1.527, H51 1.089, H52 1.087, H53 1.088
27 H 4.2872 4.9250 0.6490  C1 1.089
28 H 2.7392 5.4042 -0.0614  C1 1.088
29 H 2.8717 5.1441 1.6877  C1 1.088
30 H 3.3332 0.7342 -0.8834  C5 1.097
31 H 3.5229 0.5480 2.1590  C6 1.093
32 H 3.1957 -0.8102 1.1158  C6 1.094
33 H 5.7116 0.7245 2.9234  C8 1.076
34 H 8.1230 0.3375 2.6774  C9 1.078
35 H 8.9986 -0.6860 0.6218  C10 1.077
36 H 7.4531 -1.3474 -1.1708  C11 1.078
37 H 5.0414 -0.9702 -0.9120  C12 1.076
38 H 1.0585 -0.5912 -0.0164  C14 1.074
39 H -0.8828 1.6672 0.6161  C15 1.069
40 H -1.3653 -1.2865 0.1043  C16 1.076
41 H -3.6871 -1.9531 0.3186  C18 1.077
42 H -6.0527 -1.3940 0.6545  C19 1.077
43 H -7.3030 2.0835 1.2567  C21 1.090
44 H -7.7278 0.7237 0.2243  C21 1.089
45 H -7.5580 0.4923 1.9643  C21 1.089
46 H -5.0448 2.7026 1.1446  C22 1.077
47 H -2.6985 2.1894 0.8297  C23 1.075
48 H 1.5803 2.6631 2.7222  C25 1.089
49 H 0.7653 4.1193 2.1555  C25 1.088
50 H -0.0548 2.5640 2.0958  C25 1.087
51 H 1.1921 3.3582 -1.4945  C26 1.089
52 H -0.3089 3.0134 -0.6553  C26 1.087
53 H 0.5309 4.5331 -0.3602  C26 1.088
54 C -5.0784 -5.3063 -3.6082  C55 1.379, C62 1.379, H63 1.078
55 C -5.2575 -4.9794 -2.2803  C54 1.379, C56 1.377, H64 1.075
56 C -4.1885 -4.5598 -1.5200  C55 1.377, C57 1.377, H65 1.076
57 C -2.9398 -4.4679 -2.0921  C56 1.377, S58 1.827, C61 1.376
58 S -1.5006 -3.9278 -1.1055  C57 1.827, O59 1.500, O60 1.497
59 O -0.6387 -5.1140 -1.4232  S58 1.500
60 O -1.0073 -2.9264 -2.1028  S58 1.497
61 C -2.7560 -4.7902 -3.4167  C57 1.376, C62 1.379, H66 1.079
62 C -3.8261 -5.2099 -4.1777  C54 1.379, C61 1.379, H67 1.076
63 H -5.9159 -5.6331 -4.2022  C54 1.078
64 H -6.2341 -5.0536 -1.8362  C55 1.075
65 H -4.3172 -4.3063 -0.4823  C56 1.076
66 H -1.7646 -4.7057 -3.8331  C61 1.079
67 H -3.6804 -5.4614 -5.2140  C62 1.076


Entry 3:
Computed, not measured: 2 unconnected molecules or ions with the total composition C3H10O in a non-equilibrium geometry, with ωB97M-V/def2-TZVPD.

Expectation value of S² ... 0.75
Charge ... +1
2S+1 ... 2
Energy relative to the best compared isomer or geometry (same formula, charge and spin) ... 1.553 eV
F_max ... 5.787 eV/A
Highest occupied orbital energy (alpha / beta) ... -17.27 / -16.10 eV

Bonds (Å) are listed after each position.
Cartesian coordinates (Å):
1 C 0.5747 1.1085 1.2102  C2 1.557, H4 1.107, H5 1.046, H6 1.060
2 C 0.3259 -0.4094 0.9708  C1 1.557, C3 1.520, H7 1.194, H8 1.058
3 C -0.9490 -0.5777 0.1613  C2 1.520, H9 1.094, H10 1.162, H11 1.213
4 H 0.6219 1.6689 0.2562  C1 1.107
5 H 1.5287 1.3125 1.5867  C1 1.046
6 H -0.0232 1.5640 1.9578  C1 1.060
7 H 0.0455 -1.1031 1.9017  C2 1.194
8 H 1.0433 -0.9436 0.4048  C2 1.058
9 H -0.7761 0.0896 -0.6881  C3 1.094
10 H -1.1622 -1.6061 -0.3359  C3 1.162
11 H -2.0089 -0.3260 0.6943  C3 1.213
12 H 0.9626 0.0335 -2.5068  O14 0.945
13 H -0.4999 -0.2342 -2.7851  O14 0.887
14 O 0.3167 -0.5769 -2.8278  H12 0.945, H13 0.887


Entry 4:
Computed, not measured: 2 unconnected molecules or ions with the total composition C3H12NO in a non-equilibrium geometry, with ωB97M-V/def2-TZVPD.

Charge ... +1
Energy relative to the best compared isomer or geometry (same formula, charge and spin) ... 2.703 eV
F_max ... 5.126 eV/A
Highest occupied orbital energy ... -15.17 eV

Bonds (Å) are listed after each position.
Cartesian coordinates (Å):
1 C 1.6354 -0.5453 1.9534  O2 1.460, H3 1.158, H4 1.069, H5 1.135
2 O 0.7068 -1.3865 1.2037  C1 1.460, H6 0.913
3 H 1.0404 0.0312 2.7626  C1 1.158
4 H 1.9336 0.2752 1.3361  C1 1.069
5 H 2.6800 -0.9650 2.1004  C1 1.135
6 H 0.3514 -1.9514 1.8273  O2 0.913
7 C -0.7996 -0.8480 -1.1926  N8 1.579, H10 1.093, H11 1.108, H12 1.132
8 N -0.7651 0.5187 -0.4026  C7 1.579, C9 1.484, H13 0.970, H14 1.068
9 C -0.6604 1.6142 -1.3978  N8 1.484, H15 1.026, H16 1.110, H17 1.117
10 H -0.7044 -1.6870 -0.4986  C7 1.093
11 H -0.0129 -0.8641 -1.9719  C7 1.108
12 H -1.8553 -0.9733 -1.5809  C7 1.132
13 H -1.5359 0.3776 0.1697  N8 0.970
14 H -0.0463 0.3327 0.3652  N8 1.068
15 H -1.5626 1.8623 -1.8194  C9 1.026
16 H -0.6542 2.5550 -0.8096  C9 1.110
17 H 0.2491 1.6538 -2.0450  C9 1.117